Density functional theory data (the ωB97M-V functional and the def2-TZVPD basis) for a molecular structure, C11H16Cl3F3O4OsS.

Geometry (Å):
Cl: -0.31483 2.25950 0.27857
O: 1.99028 0.46899 1.81368
C: -2.44088 -0.00693 0.10078
H: -2.22172 -0.47403 3.17906
O: 4.33849 0.84316 2.50975
H: -3.26203 1.68626 1.08429
F: 2.37676 2.15293 4.26341
C: -0.91881 -1.66449 0.66685
H: -1.68797 1.09368 2.53422
S: 3.16632 1.37612 1.83423
H: -1.60168 -3.88614 -1.43216
H: -2.98389 -1.74581 -2.88927
C: -3.30422 -1.00140 -2.15648
H: 0.09272 -3.40675 -1.16356
C: 0.03953 -2.49561 1.43108
O: 1.12185 -0.16652 -0.65578
H: -0.49356 -0.13990 2.92988
C: -3.50949 1.00893 0.26643
H: 0.77927 -2.94103 0.75830
H: -0.47275 -3.30869 1.96487
C: 2.61622 2.70206 3.04621
C: -1.57777 -0.51115 1.14558
H: 0.58904 -1.88590 2.16068
C: -1.32212 -1.90104 -0.68104
Os: -0.71085 0.47762 -1.16693
H: -4.46435 0.51947 0.48963
H: -3.62590 1.59155 -0.64871
C: -0.88727 -3.05301 -1.50502
O: 3.37871 2.09775 0.58859
C: -2.32530 -0.91903 -1.03772
C: -1.49523 0.02027 2.52046
F: 1.48027 3.29467 2.60908
H: -3.39124 -0.03137 -2.64993
H: 1.40966 0.29340 0.19146
F: 3.57813 3.65248 3.17852
H: -0.78760 -2.74509 -2.55184
H: -4.29677 -1.25792 -1.76951
Cl: -0.11122 -0.37362 -3.25206
Cl: -1.76306 1.99106 -2.36264

Forces on atoms 1 to 3 (eV/Å):
0.2 0.8 0.8
1.6 1.0 0.5
-0.1 -1.7 0.3

Calculated values
ΔE to the lowest compared entry with this formula, charge and spin ... 0.0 kJ/mol
Total charge ... -2
<S²> ... 6.03
Gap between HOMO and LUMO (alpha / beta) ... 4.891 / 6.636 eV
2S+1 ... 5
E_HOMO (alpha / beta) ... -0.104 / -1.872 eV